Entry 1:
A molecular structure, C23H40Cl3CrN4O3Si. Source: the Open Molecules 2025 dataset; level of theory: ωB97M-V with the def2-TZVPD basis set.

```
75
Properties=species:S:1:pos:R:3:forces:R:3:mulliken_charge:R:1
C 1.8602 -1.2864 -4.9915 0.7 -0.3 -0.1 -1.27
C 1.0280 -0.0696 -4.6699 -0.3 1.3 1.0 1.14
H 1.9962 -1.3168 -6.0809 0.0 -0.3 0.3 0.43
H 1.5176 -2.2821 -4.5901 0.0 1.1 -0.4 0.15
H 2.8512 -1.0891 -4.5514 -0.1 -0.3 -0.3 0.29
C 0.6465 0.8789 -5.6501 1.2 1.0 0.4 -0.75
C 0.2677 0.4740 -7.0098 -0.1 -0.2 -0.2 -1.54
H 0.3577 1.8688 -5.3083 -0.1 -0.1 0.0 0.12
H -0.1986 -0.5149 -6.9927 -0.2 -0.3 -0.4 0.34
H 1.1074 0.4440 -7.7056 0.1 -0.1 -0.6 0.28
H -0.4689 1.1792 -7.3943 -0.1 0.0 -0.3 0.42
Cr 0.2152 -1.3964 0.8785 -1.2 1.0 0.1 0.37
Cl 2.4181 -1.2275 1.2091 1.8 0.4 0.5 -0.69
Cl -1.2310 -3.2666 1.0765 -1.1 0.1 0.5 -0.58
C 0.9410 1.7582 0.7470 -0.5 -0.8 -0.5 -0.33
O 0.1174 0.8800 0.4349 0.7 1.4 0.5 0.23
N 0.5858 3.0107 1.0866 0.4 0.1 0.2 0.49
C -0.8156 3.3956 1.0967 0.3 -0.1 -0.2 -0.78
C 1.5774 4.0240 1.4361 0.1 0.0 -0.2 -0.92
H 2.0274 1.5471 0.7569 -0.4 0.1 0.1 0.27
H -1.4064 2.5711 1.4958 -0.1 0.1 0.0 0.14
H -1.1493 3.6368 0.0839 -0.1 -0.1 0.1 0.08
H -0.9040 4.2814 1.7240 -0.2 0.0 0.0 0.43
H 2.5441 3.5390 1.6448 -0.4 0.2 0.0 0.30
H 1.2361 4.5824 2.3226 0.2 -0.3 -0.2 0.34
H 1.7230 4.7580 0.6247 -0.1 -0.3 0.1 0.29
H -1.8438 -1.7749 -3.2470 -0.2 0.2 0.2 0.18
H -2.6974 1.1031 -3.8629 -0.1 -0.1 0.1 0.31
C -2.7804 -1.5620 -2.7083 0.3 -0.1 -0.2 -0.93
C -3.3748 0.8256 -3.0440 0.4 0.0 -0.1 -1.10
N -2.7797 -0.1959 -2.1988 -0.1 0.1 0.8 0.47
H -2.8926 -2.2815 -1.8871 0.0 0.3 -0.2 0.25
C -2.3503 0.0844 -0.9436 -0.2 -1.2 0.3 0.04
O -2.0141 -0.7833 -0.1159 -0.6 1.4 -0.9 -0.41
H -3.5955 1.7113 -2.4385 0.0 -0.1 -0.2 0.29
H -2.3607 1.1634 -0.6936 0.0 -0.3 -0.1 0.18
H -3.6044 -1.6407 -3.4245 0.0 -0.2 0.2 0.37
H -4.2944 0.4397 -3.4971 0.0 0.1 0.2 0.38
O -0.0177 -0.3780 -3.7075 -0.7 0.1 2.3 -0.25
C 1.0754 0.3954 -3.1531 0.3 -1.0 -2.0 -1.83
C -0.2731 2.4440 -2.6545 0.0 -0.1 -0.1 1.50
C 0.9702 1.8113 -2.7767 0.0 0.3 0.8 -0.24
H -1.1739 1.8272 -2.7275 0.5 0.4 -0.3 -0.06
C -0.3578 3.8075 -2.4143 0.1 0.0 0.1 -0.83
H 1.7424 -0.2027 -2.5266 0.0 0.3 -0.1 1.00
C 2.1320 2.5807 -2.4557 -0.5 -0.7 -0.7 -0.50
H -1.3436 4.2715 -2.3643 0.2 0.0 0.0 0.40
C 0.7978 4.5761 -2.2527 -0.2 0.3 0.1 -0.38
C 2.0485 3.9539 -2.2721 -0.3 0.2 0.1 -0.70
H 3.1020 2.0833 -2.4215 -0.2 0.1 -0.2 0.44
H 0.6993 5.6537 -2.0839 0.2 -0.3 -0.1 0.35
H 2.9540 4.5591 -2.1621 -0.3 -0.3 0.1 0.35
Si 0.1337 -4.1543 -0.6046 1.4 -1.3 0.4 1.27
Cl 0.4645 -1.8421 -1.3043 -0.1 -2.9 -0.9 -0.03
C -1.3616 -5.2622 -0.9662 -0.6 -0.3 -0.3 -1.25
C 1.3115 -4.5312 0.8695 0.1 -0.3 0.2 -1.14
C 1.2395 -5.1044 -1.8545 0.2 0.9 -0.7 -1.58
H -2.2659 -4.6977 -1.2186 0.1 -0.1 0.1 0.30
H -1.6086 -5.8921 -0.0984 0.1 0.4 0.0 0.36
H -1.1562 -5.9650 -1.7854 0.0 0.3 0.0 0.34
H 0.7448 -5.1630 -2.8360 0.4 0.0 0.1 0.33
H 1.3651 -6.1305 -1.4536 -0.2 0.5 -0.1 0.38
H 2.2346 -4.6514 -1.9551 -0.1 -0.2 -0.1 0.29
H 1.9036 -3.6514 1.1572 -0.2 -0.2 -0.1 0.28
H 2.0262 -5.3201 0.6036 -0.1 0.2 -0.1 0.34
H 0.7896 -4.8719 1.7750 0.0 0.2 -0.3 0.33
N -1.2493 -0.4384 4.6672 -0.5 0.2 1.0 -0.09
C -0.0389 -1.0267 5.0246 0.0 -0.2 -0.6 -0.70
C 0.5803 -1.3577 3.8475 -0.8 0.7 0.2 -0.51
N -0.2432 -0.9478 2.8042 -0.1 0.2 0.9 0.62
C -1.3380 -0.4091 3.3161 0.9 -0.5 0.3 -0.66
H -1.9773 -0.1061 5.3185 0.9 -0.4 -0.8 0.24
H 0.2836 -1.1949 6.0424 -0.3 0.2 -0.1 0.39
H 1.5544 -1.8036 3.6481 -0.5 0.2 0.1 0.44
H -2.2011 -0.0326 2.7780 0.3 -0.1 0.0 0.52
```
Forces are in eV/Å.

For the HOMO-LUMO gap, the calculation gives 0.11001 Ha. The charge is -1. Its LUMO energy is 1.88 eV. Its multiplicity is 5. Its calculated total energy is -4059.74108 Ha.



Entry 2:
A molecular structure, C23H40Cl3N4O3SiTm. Source: the Open Molecules 2025 dataset; level of theory: ωB97M-V with the def2-TZVPD basis set.

```
75
Properties=species:S:1:pos:R:3:forces:R:3:mulliken_charge:R:1
C 2.3640 -1.5560 -4.5070 -0.5 0.3 -1.0 -1.72
C 1.4823 -0.5276 -3.8117 -0.2 1.1 -0.9 0.70
H 2.9575 -0.9628 -5.2739 -0.8 -1.1 0.4 0.44
H 1.6308 -2.3057 -4.9627 1.6 0.7 0.2 0.23
H 3.1232 -2.0515 -3.8609 -0.9 0.3 -0.4 0.34
C 0.5349 0.1730 -4.4802 1.0 0.4 0.4 0.37
C 0.2705 0.0898 -5.9413 0.0 0.3 -0.8 -1.51
H 0.0284 1.0629 -4.0741 0.4 -0.9 0.3 0.28
H -0.3086 -0.8054 -6.2596 0.4 0.6 0.1 0.25
H 1.2227 0.1478 -6.4829 -0.1 -0.5 -0.2 0.37
H -0.2457 1.0258 -6.2479 -0.1 -0.8 0.0 0.38
Tm -0.8947 -0.7287 2.7961 0.7 0.6 -0.5 0.58
Cl 1.6513 -0.5905 3.2758 0.1 0.3 0.6 -0.53
Cl -2.1418 -2.8517 3.0058 -0.3 -0.3 0.3 -0.61
C -0.0083 2.2784 2.7010 0.0 -0.3 -0.3 0.58
O -1.0769 1.5922 2.7236 1.0 0.9 0.3 -0.73
N 0.0768 3.5912 2.4684 -0.2 -0.2 0.1 0.35
C -1.1433 4.3822 2.3306 0.1 -0.1 -0.1 -0.86
C 1.3717 4.2937 2.4001 0.1 -0.1 0.2 -0.93
H 0.9445 1.7459 2.8556 -0.1 0.3 -0.1 0.17
H -1.9731 3.6659 2.3323 0.1 0.5 0.0 0.22
H -1.1210 4.9689 1.4050 0.0 -0.3 0.0 0.27
H -1.2317 5.1089 3.1455 0.0 -0.3 0.1 0.34
H 2.1915 3.5647 2.2623 -0.5 0.4 0.1 0.25
H 1.5580 4.8963 3.3078 -0.2 -0.4 -0.2 0.36
H 1.3811 5.0066 1.5636 -0.2 -0.4 0.1 0.31
H -2.2289 -1.6097 -1.7878 -0.3 0.0 -0.2 0.06
H -2.6595 1.3264 -3.0222 -0.3 -0.2 0.3 0.24
C -3.2007 -1.1866 -1.4913 0.4 -0.2 0.2 -0.89
C -3.4549 1.1700 -2.2681 0.4 0.5 -0.1 -0.77
N -3.0344 0.2303 -1.2216 -0.2 0.2 0.5 0.14
H -3.4877 -1.6572 -0.5541 -0.2 -0.2 -0.1 0.36
C -2.5540 0.5982 -0.0209 -0.3 -0.4 0.5 0.35
O -2.4262 -0.1885 0.9595 -0.3 1.2 -1.3 -0.51
H -3.6944 2.1678 -1.8539 0.1 -0.6 0.0 0.33
H -2.2892 1.6817 0.0029 -0.2 -0.6 0.4 0.23
H -3.9506 -1.3178 -2.2706 0.1 -0.1 0.1 0.36
H -4.3464 0.7830 -2.7976 0.4 0.1 0.5 0.35
O 0.8243 -1.5144 -1.9983 -1.9 2.8 1.9 -0.54
C 1.6959 -0.4320 -2.3195 -1.1 -0.3 -0.1 -0.11
C 0.0558 1.4843 -1.9049 -0.4 -0.1 -0.4 0.38
C 1.3684 1.0116 -1.8094 0.3 -0.9 0.4 -0.02
H -0.7104 0.7356 -2.1860 0.6 0.7 0.2 0.49
C -0.2667 2.8352 -1.7177 0.0 -0.9 0.2 -1.53
H 2.7706 -0.7467 -2.1871 -0.6 0.7 0.7 0.53
C 2.3439 1.8704 -1.2987 -0.3 0.1 -0.2 -0.30
H -1.2824 3.1681 -1.9465 0.3 0.0 0.3 0.31
C 0.7052 3.6924 -1.2090 0.0 -0.3 0.2 -0.56
C 1.9887 3.1948 -0.9840 0.2 0.0 0.2 -0.84
H 3.3557 1.4682 -1.1362 -0.5 0.4 -0.1 0.39
H 0.4255 4.6967 -0.8834 0.3 -0.1 -0.4 0.56
H 2.7035 3.8690 -0.5177 0.1 -0.2 -0.1 0.50
Si 0.6285 -2.9130 -0.5369 1.3 0.2 0.2 1.08
Cl 0.3712 -0.6633 0.5740 -0.4 -0.3 -0.3 0.13
C -0.9642 -3.9781 -0.1908 -0.2 0.6 -0.3 -0.90
C 1.5715 -3.4384 1.1096 0.2 0.6 -0.4 -1.14
C 1.6005 -3.4524 -2.0008 1.2 -2.9 -0.1 -1.11
H -1.8949 -3.3987 -0.2986 0.2 -0.4 0.0 0.10
H -0.9473 -4.3845 0.8434 0.2 0.5 -0.6 0.28
H -0.9955 -4.8523 -0.8706 0.1 0.6 0.1 0.35
H 0.9187 -3.5215 -2.8589 0.4 0.0 0.1 0.22
H 2.0743 -4.4213 -1.8602 0.2 -0.7 -0.1 0.51
H 2.3956 -2.7135 -2.1882 -0.2 -1.0 0.2 0.14
H 2.3792 -2.7371 1.3803 -0.2 -0.3 -0.1 0.26
H 1.9979 -4.4570 1.0421 -0.2 0.4 -0.3 0.41
H 0.8738 -3.4517 1.9650 0.1 0.1 -0.3 0.18
N -0.9761 -2.2053 5.9894 0.2 0.4 0.2 -0.01
C -0.4489 -2.3109 7.2343 0.2 0.6 -0.6 -0.17
C 0.4478 -1.2547 7.3954 -0.4 0.0 -0.5 -0.90
C 0.4078 -0.5463 6.1721 -1.3 -1.3 -0.3 -0.18
N -0.4967 -1.1195 5.3122 0.9 -0.1 1.4 -0.03
H -1.5863 -2.8750 5.5032 0.4 0.7 0.2 0.17
H -0.7425 -3.1025 7.9119 0.1 0.1 -0.2 0.44
H 1.0553 -1.0240 8.2677 -0.2 -0.1 -0.4 0.32
H 1.0353 0.2759 5.8573 -0.3 -0.1 -0.1 0.47
```
Forces are in eV/Å.

For the HOMO-LUMO gap, the calculation gives 0.27632 Ha. Its LUMO energy is 0.20 eV. Its multiplicity is 3. Its calculated total energy is -4100.53226 Ha.



Entry 3:
A molecular structure, C23H40GeN4O3Pt. Source: the Open Molecules 2025 dataset; level of theory: ωB97M-V with the def2-TZVPD basis set.

```
72
Properties=species:S:1:pos:R:3:forces:R:3:mulliken_charge:R:1
Pt 0.3664 0.4953 0.0216 -0.1 0.5 0.2 1.77
C -0.5299 3.4570 1.3555 0.0 0.0 0.0 -1.57
C -1.8262 2.7820 0.9299 0.1 0.0 0.1 1.38
C -2.3529 3.3729 -0.3683 0.0 0.0 0.0 -1.44
C -2.8685 2.8692 2.0336 0.0 0.0 0.0 -1.93
O -1.5404 1.3854 0.6703 0.1 0.2 -0.3 -0.17
Ge -2.0214 -0.1732 1.5793 0.1 -0.4 -0.1 -0.32
O -1.3841 -0.9707 -0.0949 0.1 -0.3 0.1 -0.06
C -2.2213 -1.4120 -1.1847 -0.1 0.1 0.0 1.52
C -3.6786 -1.0926 -0.8649 0.0 0.0 0.0 -2.01
C -2.0241 -2.9152 -1.3293 0.0 0.0 0.0 -1.45
C -1.8103 -0.6805 -2.4511 0.0 0.0 0.0 -1.25
O -0.0647 -0.2690 1.8833 -0.2 0.2 0.1 -0.37
C 0.6120 -1.1509 2.8174 0.0 -0.1 0.0 1.31
C -0.3623 -1.4469 3.9511 0.0 0.0 0.1 -2.06
C 0.9996 -2.4450 2.1170 0.0 0.0 0.0 -1.12
C 1.8292 -0.4210 3.3592 0.0 0.0 0.0 -1.31
H -0.7001 4.5118 1.5733 0.0 0.0 0.0 0.54
H -0.1275 2.9819 2.2528 0.0 0.0 0.0 0.24
H 0.2119 3.3985 0.5552 0.0 0.0 0.0 0.36
H -2.5552 4.4382 -0.2518 0.0 0.0 0.0 0.49
H -1.6184 3.2489 -1.1651 0.0 0.0 0.0 0.25
H -3.2793 2.8780 -0.6638 0.0 0.0 0.0 0.31
H -3.1194 3.9122 2.2275 0.0 0.0 0.0 0.48
H -3.7872 2.3524 1.7483 0.0 0.0 0.0 0.41
H -2.4952 2.4382 2.9658 0.0 0.0 0.0 0.42
H -4.0127 -1.6223 0.0293 0.0 0.0 0.0 0.47
H -3.8092 -0.0184 -0.7169 0.0 0.0 0.0 0.34
H -4.3236 -1.3988 -1.6894 0.0 0.0 0.0 0.49
H -2.3015 -3.4266 -0.4070 0.0 0.0 0.0 0.35
H -2.6319 -3.3154 -2.1421 0.0 0.0 0.0 0.42
H -0.9758 -3.1422 -1.5397 0.0 0.0 0.0 0.13
H -1.9364 0.3962 -2.3351 0.0 0.0 0.0 0.14
H -0.7629 -0.8868 -2.6751 0.0 0.0 0.0 -0.19
H -2.4107 -1.0102 -3.2998 0.0 0.0 0.0 0.62
H -1.2245 -2.0235 3.6114 0.0 0.0 0.0 0.48
H 0.1468 -2.0372 4.7138 0.0 0.0 0.0 0.49
H -0.7140 -0.5262 4.4198 0.0 0.0 0.0 0.37
H 0.1351 -2.8698 1.6025 0.0 0.0 0.0 0.07
H 1.8016 -2.2686 1.4020 0.0 0.0 0.0 0.06
H 1.3596 -3.1707 2.8475 0.0 0.0 0.0 0.56
H 1.5272 0.4982 3.8625 0.0 0.0 0.0 0.35
H 2.3521 -1.0522 4.0791 0.0 0.0 0.0 0.43
H 2.5267 -0.1739 2.5598 0.0 0.0 0.0 0.20
C 2.0726 -0.9720 -3.6142 0.1 -0.4 0.1 -0.17
N 2.1039 -2.3178 -2.9642 0.1 0.0 0.2 0.23
C 3.3379 -3.0472 -3.3753 -0.1 0.0 0.0 -0.93
C 1.8782 -2.2533 -1.4578 0.0 -0.1 0.0 1.10
C 2.7800 -1.2834 -0.7557 0.0 0.0 0.0 0.50
C 4.1407 -1.5692 -0.5963 0.0 0.0 0.0 -0.69
C 5.0017 -0.6545 -0.0207 0.0 0.0 0.0 -1.18
C 4.5045 0.5691 0.4095 0.0 0.0 0.0 -0.38
C 3.1491 0.8350 0.3126 0.0 0.0 0.0 -0.28
C 2.2642 -0.1007 -0.2284 0.0 -0.1 0.0 -0.09
H 2.1191 -1.0886 -4.6928 0.0 -0.1 0.2 0.81
H 2.9317 -0.4043 -3.2677 0.0 0.0 0.0 0.51
H 1.1557 -0.4688 -3.3294 0.1 -0.2 0.0 -1.02
H 1.3166 -2.8557 -3.3270 0.0 0.1 0.0 0.36
H 4.2017 -2.4648 -3.0739 0.0 0.0 0.0 0.46
H 3.3256 -3.1476 -4.4576 0.0 0.0 0.0 0.36
H 3.3515 -4.0276 -2.9052 0.0 0.0 0.0 0.36
H 1.9936 -3.2775 -1.0994 0.0 0.0 0.0 0.78
H 0.8394 -1.9495 -1.3289 0.0 0.0 0.0 -1.81
H 4.5293 -2.5309 -0.9082 0.0 0.0 0.0 0.67
H 6.0509 -0.8906 0.0907 0.0 0.0 0.0 0.41
H 5.1670 1.3073 0.8414 0.0 0.0 0.0 0.45
H 2.7764 1.7831 0.6875 0.0 0.0 0.0 0.43
N 0.6302 1.5221 -1.6433 -0.1 0.0 -0.2 -0.10
C 0.4780 1.6575 -2.8001 0.1 0.1 0.3 0.69
N 0.2917 1.8844 -4.0257 -0.1 0.0 -0.3 -0.74
C 1.0699 1.2836 -4.9214 0.1 0.4 -0.1 0.65
N 1.7467 0.7550 -5.6942 -0.2 0.3 -0.3 -0.59
```
Forces are in eV/Å.

For the HOMO-LUMO gap (alpha / beta), the calculation gives 0.33849 / 0.25260 Ha. The charge is +1. Its LUMO energy (alpha / beta) is -2.55 / -4.88 eV. Its multiplicity is 2. Its calculated total energy is -3541.13163 Ha.



Looking at max |F| for the records above, in order, we have 3.01 3.86 0.57 eV/A.